8
Properties=species:S:1:pos:R:3:forces:R:3 method="wB97M-V/def2-TZVPD" homo_ev=-10.55 max_force_ev_per_a=4.081 relative_energy_kj_mol=361.7 total_charge=0 gap_ev=9.330
C -0.9180 -0.6906 -1.0449 2.4 3.1 0.1
C 0.0016 1.4636 -0.8147 -0.6 -2.8 -0.3
C -0.0744 -0.1860 1.3325 -2.1 0.3 3.0
C 0.2803 0.0527 -1.4324 -3.8 1.1 1.1
C -0.3482 0.3460 -0.0114 -0.1 -1.0 -0.5
O 0.9494 -0.6445 1.7582 -0.3 0.2 -0.8
H -1.0696 -0.1455 2.0482 2.0 -0.1 -1.5
H 1.1789 -0.1958 -1.8354 2.4 -0.9 -1.1

=====

8
Properties=species:S:1:pos:R:3:forces:R:3 method="wB97M-V/def2-TZVPD" homo_ev=-9.04 max_force_ev_per_a=4.119 smiles="O=C[C@]12C3=C1[C@@H]32" relative_energy_kj_mol=408.0 total_charge=0 gap_ev=8.637
O -2.6042 0.1713 0.0912 0.1 -0.4 -0.2
C -1.5950 -0.2654 -0.3118 2.7 2.4 1.6
C 0.0570 0.4318 0.2669 -2.7 -2.9 -1.2
C 1.6830 0.5895 -0.6076 0.9 -0.7 -1.1
C 0.9278 1.5209 0.2021 -0.4 1.7 0.7
C 1.2569 -0.3224 0.3574 -0.8 0.4 0.1
H -1.3909 -1.0693 -1.0136 0.0 -0.3 -0.2
H 1.6655 -1.0564 1.0156 0.2 -0.2 0.2